[1]
DFT (ωB97M-V/def2-TZVPD) results for a 3-piece molecular cluster, C2H3N2O2 overall in a non-equilibrium geometry.

Each atom is followed by the atoms it is bonded to, with distances in Å.
Element x y z (Å)
1 C 0.9279 0.2923 0.3371  N3 1.176, N4 1.344
2 C -1.3670 0.2570 0.1317  N4 1.259, O5 1.136
3 N 2.0713 0.1755 0.0893  C1 1.176, O6 1.144
4 N -0.2698 0.8749 0.1581  C1 1.344, C2 1.259, H9 1.107
5 O -2.4858 0.0625 0.0889  C2 1.136
6 O 3.1791 -0.1072 0.0559  N3 1.144
7 H -0.6427 -2.1796 -0.5766  no bonds
8 H -0.9853 -1.3450 -0.4926  no bonds
9 H -0.4278 1.9696 0.2084  N4 1.107

Summary:
HOMO level (alpha / beta)	-11.97 / -16.92	eV
⟨S²⟩	2.018
total charge	+1
2S+1	3

---

[2]
DFT (ωB97M-V/def2-TZVPD) results for a 2-piece molecular cluster, C2H3N2O2S overall in a non-equilibrium geometry.

Each atom is followed by the atoms it is bonded to, with distances in Å.
Element x y z (Å)
1 C -0.2441 0.4497 -1.4072  N3 1.298, H8 1.073
2 C -0.2192 1.1809 1.0703  O6 1.319, S7 1.622
3 N -0.1834 -0.8211 -1.1493  C1 1.298, N4 1.373, H9 1.129
4 N 1.0164 -1.4248 -1.4322  N3 1.373, O5 1.278
5 O 0.9992 -2.6506 -1.0701  N4 1.278
6 O 1.0373 1.4737 1.3443  C2 1.319, H10 1.053
7 S -1.5132 0.8825 2.0009  C2 1.622
8 H -1.2858 0.6879 -1.3096  C1 1.073
9 H -0.8777 -1.3249 -0.4153  N3 1.129
10 H 1.2705 1.5469 2.3683  O6 1.053

Summary:
HOMO level (alpha / beta)	-2.62 / -2.63	eV
total charge	-1

---

[3]
DFT (ωB97M-V/def2-TZVPD) results for a 2-piece molecular cluster, C2H3N2O2S overall in a non-equilibrium geometry.

Each atom is followed by the atoms it is bonded to, with distances in Å.
Element x y z (Å)
1 C 0.6009 2.0063 -0.0304  C2 1.321, N3 1.169
2 C 0.1902 0.8085 -0.4078  C1 1.321, N4 1.427, H8 1.177
3 N 0.7496 3.1299 0.2563  C1 1.169
4 N 0.4673 -0.4298 0.2451  C2 1.427, H9 0.978, H10 1.075
5 O -3.8255 -0.0573 -0.9883  S7 1.522
6 O -2.0816 -0.7672 0.7036  S7 1.523
7 S -3.1163 0.2814 0.3152  O5 1.522, O6 1.523
8 H -0.5184 0.8291 -1.3469  C2 1.177
9 H -0.3796 -0.9181 0.2818  N4 0.978
10 H 0.8456 -0.3814 1.2501  N4 1.075

Summary:
HOMO level (alpha / beta)	-1.97 / -1.22	eV
total charge	-1

---

Energy above the lowest of the compared OMol25 structures with the same formula, charge and spin (eV)
5.842 6.349 2.813